Entry 1:
{"formula": "C56H120N6O8", "method": "wB97M-V/def2-TZVPD", "orbital_gap_ha": 0.2961, "e_above_lowest_kj_mol": 227.5, "energy_ev": -85325.0884, "symbols": ["C", "C", "C", "C", "C", "C", "C", "C", "C", "N", "O", "H", "H", "H", "H", "H", "H", "H", "H", "H", "H", "H", "H", "H", "H", "H", "H", "H", "H", "H", "C", "C", "C", "C", "C", "C", "C", "C", "C", "N", "O", "H", "H", "H", "H", "H", "H", "H", "H", "H", "H", "H", "H", "H", "H", "H", "H", "H", "H", "H", "C", "C", "C", "C", "C", "C", "C", "C", "C", "N", "O", "H", "H", "H", "H", "H", "H", "H", "H", "H", "H", "H", "H", "H", "H", "H", "H", "H", "H", "H", "C", "C", "C", "C", "C", "C", "C", "C", "C", "N", "O", "H", "H", "H", "H", "H", "H", "H", "H", "H", "H", "H", "H", "H", "H", "H", "H", "H", "H", "H", "C", "C", "C", "C", "C", "C", "C", "C", "C", "N", "O", "H", "H", "H", "H", "H", "H", "H", "H", "H", "H", "H", "H", "H", "H", "H", "H", "H", "H", "H", "C", "C", "C", "C", "C", "C", "C", "C", "C", "N", "O", "H", "H", "H", "H", "H", "H", "H", "H", "H", "H", "H", "H", "H", "H", "H", "H", "H", "H", "H", "O", "C", "C", "O", "H", "H", "H", "H", "H", "H"], "positions_angstrom": [[-1.726, -5.074, 1.423], [-2.372, -4.676, 0.029], [-3.571, -3.842, 0.356], [-1.449, -3.809, -0.855], [-0.433, -4.579, -1.650], [-1.026, -5.701, -2.510], [-1.819, -6.650, -1.603], [-2.555, -7.527, -2.548], [-0.843, -7.484, -0.737], [-2.699, -5.900, -0.663], [-3.789, -6.625, -0.143], [-1.276, -6.066, 1.457], [-1.034, -4.315, 1.788], [-2.546, -5.307, 2.102], [-4.113, -4.303, 1.181], [-3.342, -2.825, 0.673], [-4.319, -3.871, -0.437], [-2.070, -3.155, -1.468], [-0.862, -3.123, -0.245], [0.093, -3.981, -2.394], [0.280, -4.963, -0.920], [-0.278, -6.266, -3.067], [-1.730, -5.338, -3.258], [-3.211, -8.235, -2.042], [-1.789, -8.107, -3.062], [-3.349, -7.197, -3.218], [-0.208, -6.863, -0.104], [-0.298, -8.255, -1.283], [-1.486, -8.113, -0.121], [-4.343, -6.586, -0.926], [9.306, 0.880, 3.853], [7.985, 0.320, 3.604], [8.064, -1.193, 3.481], [6.965, 0.633, 4.777], [5.411, 0.528, 4.493], [5.176, 1.428, 3.292], [6.009, 1.140, 1.976], [5.374, -0.102, 1.278], [5.890, 2.360, 1.189], [7.412, 0.896, 2.322], [8.252, 0.736, 1.192], [9.297, 1.969, 3.894], [9.664, 0.522, 4.819], [9.903, 0.457, 3.045], [7.108, -1.568, 3.115], [8.876, -1.557, 2.851], [8.402, -1.574, 4.445], [7.216, 0.023, 5.645], [7.198, 1.622, 5.172], [5.276, -0.522, 4.233], [4.928, 0.863, 5.411], [5.427, 2.419, 3.671], [4.093, 1.440, 3.171], [4.291, -0.155, 1.381], [5.763, -1.054, 1.643], [5.484, -0.057, 0.195], [4.865, 2.607, 0.912], [6.620, 2.278, 0.383], [6.277, 3.155, 1.826], [8.690, 1.586, 1.110], [-0.739, 1.450, 5.216], [0.284, 2.359, 5.957], [0.492, 1.901, 7.423], [1.603, 2.256, 5.136], [2.638, 3.363, 5.427], [1.959, 4.736, 5.003], [0.751, 5.036, 5.777], [1.163, 5.496, 7.185], [0.120, 6.245, 5.075], [-0.154, 3.825, 5.879], [-1.282, 4.111, 6.692], [-0.403, 0.481, 4.847], [-1.659, 1.308, 5.783], [-1.138, 1.930, 4.323], [0.687, 0.829, 7.380], [1.212, 2.475, 8.007], [-0.462, 2.018, 7.937], [2.174, 1.351, 5.343], [1.236, 2.200, 4.111], [3.080, 3.378, 6.423], [3.396, 3.118, 4.683], [1.665, 4.523, 3.975], [2.582, 5.628, 4.943], [0.369, 6.005, 7.730], [1.986, 6.200, 7.060], [1.408, 4.675, 7.859], [-0.563, 6.823, 5.697], [-0.363, 6.088, 4.111], [0.950, 6.934, 4.921], [-1.845, 4.428, 5.982], [-5.870, 4.943, 4.210], [-4.378, 4.840, 4.244], [-3.813, 5.314, 5.636], [-3.811, 3.341, 4.035], [-3.704, 3.032, 2.465], [-2.822, 4.084, 1.818], [-3.494, 5.498, 1.904], [-2.383, 6.368, 1.277], [-4.795, 5.551, 0.953], [-3.684, 5.775, 3.360], [-3.996, 7.050, 3.575], [-6.264, 4.685, 3.227], [-6.221, 5.879, 4.645], [-6.292, 4.217, 4.905], [-4.500, 6.087, 5.979], [-2.865, 5.850, 5.600], [-3.688, 4.692, 6.522], [-2.908, 3.025, 4.557], [-4.529, 2.631, 4.447], [-4.608, 3.014, 1.856], [-3.291, 2.030, 2.347], [-2.777, 3.778, 0.773], [-1.811, 4.054, 2.223], [-2.110, 6.079, 0.261], [-2.704, 7.408, 1.336], [-1.486, 6.380, 1.896], [-5.516, 4.770, 1.191], [-5.320, 6.386, 1.417], [-4.747, 5.877, -0.087], [-4.943, 7.129, 3.435], [-1.363, -2.929, -6.025], [-2.209, -3.730, -7.040], [-3.751, -3.298, -7.087], [-1.639, -3.448, -8.495], [-0.400, -4.277, -9.036], [-0.925, -5.704, -8.798], [-1.190, -6.144, -7.305], [-1.654, -7.604, -7.344], [0.091, -6.024, -6.532], [-2.253, -5.219, -6.824], [-2.850, -5.687, -5.726], [-1.429, -3.287, -4.997], [-0.315, -2.902, -6.322], [-1.582, -1.863, -5.959], [-4.375, -3.220, -6.197], [-3.765, -2.338, -7.605], [-4.120, -4.017, -7.818], [-2.477, -3.353, -9.186], [-1.247, -2.432, -8.543], [-0.251, -3.937, -10.061], [0.545, -4.217, -8.498], [-0.253, -6.460, -9.205], [-1.820, -5.956, -9.366], [-0.847, -8.210, -7.756], [-2.451, -7.896, -8.027], [-1.982, -7.988, -6.378], [0.777, -6.845, -6.740], [-0.074, -6.164, -5.464], [0.682, -5.111, -6.614], [-3.550, -6.170, -6.171], [0.697, 1.503, -2.902], [-0.214, 0.463, -2.381], [-1.432, 0.181, -3.319], [0.676, -0.878, -2.243], [1.658, -0.948, -1.084], [0.869, -0.571, 0.196], [0.042, 0.719, 0.105], [-0.824, 0.741, 1.356], [1.097, 1.846, 0.283], [-0.750, 0.818, -1.073], [-1.507, 2.041, -1.207], [0.839, 1.366, -3.974], [0.403, 2.530, -2.685], [1.742, 1.331, -2.646], [-1.927, 1.124, -3.552], [-1.287, -0.515, -4.146], [-2.171, -0.388, -2.755], [0.063, -1.761, -2.063], [1.128, -1.199, -3.181], [2.105, -1.940, -1.012], [2.475, -0.276, -1.348], [1.493, -0.530, 1.089], [0.068, -1.308, 0.249], [-1.414, 1.657, 1.389], [-0.128, 0.691, 2.194], [-1.614, -0.009, 1.321], [1.467, 1.869, 1.308], [0.663, 2.845, 0.253], [1.947, 1.929, -0.393], [-0.834, 2.722, -1.288], [-1.154, 2.743, -8.610], [-1.083, 2.422, -7.241], [-0.550, 0.986, -7.148], [0.729, 0.726, -7.733], [-1.611, 3.584, -8.689], [-0.490, 3.145, -6.681], [-2.114, 2.494, -6.896], [-1.279, 0.355, -7.657], [-0.517, 0.658, -6.109], [0.540, 0.987, -8.637]], "lowdin_charge": [-0.01, -0.50, -0.05, -0.14, -0.17, -0.13, -0.51, -0.06, -0.03, -0.12, 0.01, 0.06, 0.08, 0.07, 0.07, 0.09, 0.09, 0.12, 0.09, 0.10, 0.11, 0.12, 0.10, 0.08, 0.10, 0.09, 0.07, 0.08, 0.09, 0.10, -0.05, -0.52, -0.04, -0.11, -0.15, -0.16, -0.51, -0.01, -0.05, -0.11, -0.01, 0.10, 0.10, 0.09, 0.07, 0.08, 0.08, 0.11, 0.11, 0.11, 0.11, 0.10, 0.10, 0.07, 0.07, 0.08, 0.10, 0.09, 0.09, 0.10, -0.04, -0.45, -0.03, -0.15, -0.13, -0.15, -0.53, -0.03, -0.03, -0.07, -0.03, 0.08, 0.08, 0.05, 0.08, 0.07, 0.07, 0.11, 0.10, 0.11, 0.08, 0.12, 0.12, 0.08, 0.09, 0.07, 0.08, 0.08, 0.08, 0.03, -0.03, -0.45, -0.03, -0.05, -0.16, -0.17, -0.43, -0.05, 0.00, -0.16, 0.00, 0.08, 0.08, 0.09, 0.08, 0.07, 0.09, 0.07, 0.11, 0.10, 0.09, 0.11, 0.11, 0.09, 0.08, 0.07, 0.05, 0.06, 0.08, 0.09, -0.03, -0.41, -0.02, -0.12, -0.13, -0.15, -0.48, -0.04, -0.03, -0.18, -0.01, 0.07, 0.08, 0.05, 0.08, 0.07, 0.08, 0.11, 0.10, 0.11, 0.10, 0.11, 0.11, 0.08, 0.08, 0.08, 0.09, 0.07, 0.07, 0.11, -0.04, -0.47, -0.01, -0.12, -0.17, -0.12, -0.53, -0.02, -0.03, -0.08, 0.00, 0.09, 0.09, 0.08, 0.08, 0.05, 0.08, 0.08, 0.12, 0.11, 0.09, 0.12, 0.10, 0.06, 0.08, 0.10, 0.07, 0.07, 0.07, 0.06, -0.07, -0.24, -0.24, -0.05, 0.09, 0.12, 0.12, 0.11, 0.09, 0.07]}

=====

Entry 2:
{"formula": "C56H130F6N12O14P4", "method": "wB97M-V/def2-TZVPD", "orbital_gap_ha": 0.3332, "energy_ev": -160187.6977, "symbols": ["C", "N", "C", "P", "O", "N", "C", "C", "N", "C", "C", "H", "H", "H", "H", "H", "H", "H", "H", "H", "H", "H", "H", "H", "H", "H", "H", "H", "H", "C", "N", "C", "P", "O", "N", "C", "C", "N", "C", "C", "H", "H", "H", "H", "H", "H", "H", "H", "H", "H", "H", "H", "H", "H", "H", "H", "H", "H", "C", "N", "C", "P", "O", "N", "C", "C", "N", "C", "C", "H", "H", "H", "H", "H", "H", "H", "H", "H", "H", "H", "H", "H", "H", "H", "H", "H", "H", "C", "N", "C", "P", "O", "N", "C", "C", "N", "C", "C", "H", "H", "H", "H", "H", "H", "H", "H", "H", "H", "H", "H", "H", "H", "H", "H", "H", "H", "C", "C", "O", "C", "O", "C", "F", "F", "F", "H", "H", "H", "H", "H", "C", "C", "O", "C", "O", "C", "F", "F", "F", "H", "H", "H", "H", "H", "C", "C", "C", "O", "C", "H", "H", "H", "H", "H", "H", "H", "H", "C", "C", "C", "O", "C", "H", "H", "H", "H", "H", "H", "H", "H", "C", "C", "C", "O", "C", "H", "H", "H", "H", "H", "H", "H", "H", "C", "C", "C", "O", "C", "H", "H", "H", "H", "H", "H", "H", "H", "C", "C", "C", "O", "C", "H", "H", "H", "H", "H", "H", "H", "H", "C", "C", "C", "O", "C", "H", "H", "H", "H", "H", "H", "H", "H"], "positions_angstrom": [[-0.003, 7.058, -4.202], [-0.446, 5.678, -4.436], [-0.428, 5.227, -5.785], [-0.959, 4.639, -3.251], [-0.988, 3.233, -3.767], [0.101, 4.955, -1.999], [-0.182, 4.567, -0.644], [1.551, 5.108, -2.270], [-2.429, 5.078, -2.579], [-2.567, 6.368, -1.794], [-3.639, 4.503, -3.085], [0.982, 7.156, -4.596], [0.023, 7.386, -3.148], [-0.725, 7.666, -4.728], [-1.284, 5.671, -6.312], [-0.470, 4.203, -5.880], [0.477, 5.670, -6.155], [-1.281, 4.753, -0.469], [0.065, 3.527, -0.413], [0.329, 5.123, 0.130], [1.777, 5.697, -3.149], [2.079, 5.607, -1.463], [2.164, 4.146, -2.326], [-1.572, 6.805, -1.691], [-3.202, 7.123, -2.344], [-2.960, 6.314, -0.741], [-4.220, 5.306, -3.505], [-4.180, 4.131, -2.184], [-3.533, 3.690, -3.795], [3.434, -8.026, 1.846], [3.446, -6.586, 2.168], [3.600, -5.708, 0.991], [2.925, -6.020, 3.634], [3.006, -7.139, 4.597], [3.711, -4.636, 3.940], [5.169, -4.729, 3.996], [3.115, -3.570, 4.784], [1.401, -5.509, 3.496], [1.016, -4.550, 2.511], [0.632, -5.488, 4.772], [3.006, -8.587, 2.641], [4.429, -8.427, 1.750], [2.863, -8.178, 0.989], [4.491, -6.051, 0.437], [3.821, -4.654, 1.350], [2.731, -5.726, 0.342], [5.412, -5.684, 3.509], [5.625, -3.945, 3.442], [5.467, -4.683, 5.093], [3.548, -3.482, 5.762], [3.204, -2.630, 4.293], [2.049, -3.784, 4.971], [1.649, -4.553, 1.661], [-0.021, -4.833, 2.249], [1.052, -3.543, 2.907], [0.324, -4.457, 4.982], [1.199, -5.898, 5.591], [-0.252, -6.134, 4.705], [-2.448, -2.578, 0.578], [-2.844, -1.573, 1.487], [-1.674, -0.745, 1.851], [-4.190, -1.724, 2.440], [-4.761, -0.378, 2.843], [-5.136, -2.791, 1.492], [-5.629, -2.283, 0.177], [-5.959, -3.780, 2.166], [-3.741, -2.615, 3.824], [-4.400, -2.282, 5.083], [-2.839, -3.693, 3.784], [-1.557, -3.115, 0.883], [-2.006, -2.131, -0.278], [-3.221, -3.213, 0.176], [-1.205, -0.391, 0.947], [-0.840, -1.180, 2.473], [-2.088, 0.102, 2.373], [-6.752, -2.092, 0.232], [-5.091, -1.391, -0.064], [-5.405, -3.019, -0.573], [-5.631, -4.079, 3.166], [-7.021, -3.597, 2.205], [-5.936, -4.660, 1.492], [-4.820, -3.119, 5.592], [-3.672, -1.782, 5.748], [-5.226, -1.682, 4.819], [-2.454, -3.896, 4.747], [-1.923, -3.438, 3.184], [-3.349, -4.649, 3.516], [-1.181, 1.238, 5.069], [-0.088, 0.310, 5.041], [-0.407, -1.004, 5.668], [1.301, 0.613, 4.103], [1.313, -0.136, 2.856], [1.261, 2.228, 3.758], [1.651, 3.338, 4.711], [0.667, 2.696, 2.559], [2.589, 0.304, 5.075], [3.902, 0.185, 4.487], [2.495, 0.506, 6.507], [-0.815, 2.267, 5.008], [-1.666, 1.153, 6.059], [-2.005, 1.051, 4.364], [0.493, -1.511, 5.830], [-0.927, -1.631, 4.951], [-0.995, -0.798, 6.571], [1.297, 4.279, 4.245], [1.180, 3.197, 5.728], [2.723, 3.292, 4.723], [0.619, 1.901, 1.850], [-0.277, 3.276, 2.681], [1.511, 3.323, 2.100], [3.871, 0.267, 3.414], [4.452, 1.058, 4.908], [4.350, -0.785, 4.794], [2.852, -0.430, 7.031], [1.438, 0.725, 6.679], [3.098, 1.389, 6.904], [-0.536, 0.509, -1.442], [0.744, 0.265, -2.212], [1.561, -0.634, -1.378], [2.562, -0.198, -0.565], [2.868, 0.960, -0.441], [3.251, -1.370, 0.220], [3.771, -2.238, -0.628], [4.221, -0.815, 0.991], [2.353, -1.937, 0.979], [-0.202, 0.902, -0.416], [-0.974, -0.501, -1.236], [-1.217, 1.312, -1.851], [1.317, 1.130, -2.430], [0.601, -0.454, -3.056], [-3.486, 1.796, 0.133], [-3.399, 2.541, 1.478], [-4.367, 3.733, 1.355], [-4.065, 4.779, 2.054], [-3.114, 4.995, 2.740], [-5.120, 5.900, 1.906], [-4.478, 7.062, 1.546], [-6.143, 5.659, 1.051], [-5.718, 6.104, 3.178], [-2.829, 2.384, -0.629], [-4.538, 1.644, -0.136], [-3.043, 0.825, 0.303], [-2.453, 2.859, 1.787], [-3.931, 2.039, 2.262], [5.638, 0.991, -3.344], [6.548, 2.239, -3.080], [5.966, 3.285, -4.041], [4.549, 3.011, -4.006], [4.478, 1.572, -4.171], [5.188, 0.530, -2.443], [6.296, 0.316, -3.901], [7.579, 1.998, -3.343], [6.522, 2.663, -2.074], [6.448, 3.317, -5.027], [6.105, 4.269, -3.606], [4.591, 1.332, -5.273], [3.487, 1.352, -3.798], [-6.110, 2.264, -2.651], [-7.061, 2.660, -1.487], [-7.298, 1.333, -0.847], [-6.688, 0.272, -1.575], [-6.528, 0.840, -2.860], [-5.062, 2.248, -2.327], [-6.155, 2.916, -3.491], [-7.988, 3.096, -1.838], [-6.589, 3.405, -0.838], [-8.369, 1.057, -0.717], [-6.838, 1.403, 0.190], [-7.422, 0.739, -3.463], [-5.749, 0.272, -3.355], [-0.216, -4.388, -2.466], [0.136, -5.705, -3.175], [1.536, -6.021, -2.608], [1.951, -4.914, -1.877], [0.723, -4.444, -1.327], [-1.273, -4.395, -2.079], [-0.080, -3.578, -3.189], [0.120, -5.580, -4.290], [-0.648, -6.455, -2.963], [2.336, -6.223, -3.324], [1.370, -6.871, -2.009], [0.840, -3.417, -0.849], [0.374, -5.228, -0.610], [-3.585, -0.769, -4.882], [-2.999, 0.613, -4.770], [-1.498, 0.306, -5.017], [-1.257, -1.031, -4.645], [-2.481, -1.763, -4.521], [-3.994, -0.867, -5.861], [-4.465, -0.849, -4.212], [-3.146, 1.076, -3.727], [-3.378, 1.345, -5.438], [-0.893, 0.990, -4.459], [-1.331, 0.417, -6.078], [-2.569, -2.212, -3.527], [-2.355, -2.551, -5.218], [3.733, 4.810, 0.346], [4.841, 3.792, 0.389], [4.603, 3.168, 1.761], [4.287, 4.298, 2.639], [3.821, 5.393, 1.795], [2.858, 4.165, 0.084], [3.925, 5.560, -0.370], [5.758, 4.306, 0.392], [4.873, 3.070, -0.428], [5.511, 2.723, 2.117], [3.743, 2.527, 1.731], [4.544, 6.230, 1.903], [2.784, 5.615, 2.092], [2.219, -3.342, -4.943], [3.224, -2.195, -4.610], [4.533, -3.009, -4.451], [4.386, -4.052, -5.351], [3.073, -4.163, -5.823], [1.245, -2.938, -5.341], [2.142, -3.808, -3.980], [3.066, -1.686, -3.639], [3.271, -1.470, -5.438], [4.564, -3.316, -3.420], [5.413, -2.443, -4.745], [2.772, -5.247, -5.838], [3.003, -3.807, -6.812]], "lowdin_charge": [-0.10, -0.32, -0.10, 0.55, -0.29, -0.28, -0.12, -0.09, -0.30, -0.08, -0.12, 0.07, 0.08, 0.08, 0.09, 0.05, 0.08, 0.07, 0.07, 0.08, 0.06, 0.05, 0.11, 0.05, 0.10, 0.08, 0.08, 0.08, 0.07, -0.08, -0.28, -0.10, 0.42, -0.29, -0.28, -0.09, -0.07, -0.30, -0.11, -0.10, 0.06, 0.08, 0.06, 0.09, 0.09, 0.05, 0.08, 0.06, 0.11, 0.08, 0.05, 0.05, 0.03, 0.09, 0.07, 0.06, 0.07, 0.09, -0.14, -0.28, -0.08, 0.60, -0.32, -0.31, -0.09, -0.12, -0.32, -0.10, -0.14, 0.07, 0.05, 0.08, 0.04, 0.08, 0.05, 0.11, 0.05, 0.07, 0.07, 0.07, 0.09, 0.07, 0.09, 0.05, 0.06, 0.07, 0.10, -0.12, -0.30, -0.06, 0.49, -0.27, -0.31, -0.05, -0.14, -0.32, -0.09, -0.12, 0.07, 0.09, 0.07, 0.04, 0.06, 0.09, 0.09, 0.09, 0.06, 0.05, 0.09, 0.09, 0.06, 0.09, 0.08, 0.10, 0.06, 0.10, -0.06, -0.17, -0.03, -0.35, 0.13, -0.57, 0.18, 0.14, 0.18, 0.09, 0.07, 0.07, 0.10, 0.12, -0.02, -0.09, 0.04, -0.47, 0.16, -0.42, 0.12, 0.14, 0.09, 0.10, 0.07, 0.04, 0.08, 0.10, -0.14, -0.15, -0.21, -0.16, -0.19, 0.10, 0.10, 0.10, 0.09, 0.12, 0.11, 0.13, 0.10, -0.16, -0.15, -0.23, -0.13, -0.22, 0.08, 0.10, 0.11, 0.10, 0.13, 0.13, 0.12, 0.09, -0.19, -0.15, -0.23, -0.15, -0.23, 0.13, 0.10, 0.11, 0.11, 0.13, 0.10, 0.14, 0.13, -0.16, -0.16, -0.20, -0.16, -0.17, 0.10, 0.09, 0.12, 0.10, 0.07, 0.12, 0.11, 0.10, -0.18, -0.18, -0.17, -0.17, -0.16, 0.10, 0.09, 0.10, 0.10, 0.12, 0.09, 0.13, 0.10, -0.16, -0.14, -0.21, -0.11, -0.24, 0.14, 0.07, 0.10, 0.11, 0.11, 0.12, 0.13, 0.10]}

=====

- Which formula does entry 2 have?
  C56H130F6N12O14P4